{"formula": "C6H5P", "method": "wB97M-V/def2-TZVPD", "spin_multiplicity": 1, "gap_ev": 8.199, "e_tot_ha": -572.7377, "homo_ev": -8.211, "lumo_ev": -0.012, "de_lowest_kj_mol": 267.6, "species": ["C", "C", "C", "C", "C", "C", "P", "H", "H", "H", "H", "H"], "xyz": [[-3.25, -0.02, -0.42], [-2.17, -0.24, 0.08], [1.69, 0.68, -0.34], [1.83, -0.76, -0.36], [0.59, 1.13, 0.35], [0.83, -1.65, -0.13], [-0.44, -0.41, 0.34], [-4.24, -0.16, -0.74], [2.54, 1.40, -0.61], [2.85, -1.29, -0.57], [0.22, 2.02, 0.71], [-0.45, -0.68, 1.69]]}